Record 1
Below is C4H2N2O in the gas phase in a non-equilibrium geometry, with properties calculated with ωB97M-V with the def2-TZVPD basis set.

Last column: natural (NBO) charge in e.
CARTESIAN COORDINATES (ANGSTROEM)
C (-1.04, -0.57, 0.08)  0.596
H (-1.71, 1.36, -0.29)  0.408
O (-1.28, -1.74, 0.29)  -0.543
C (0.36, -0.11, 0.03)  0.023
C (2.93, 0.21, 0.02)  0.212
N (-1.96, 0.40, -0.11)  -0.793
C (1.55, 0.11, 0.01)  -0.090
N (4.09, 0.21, 0.05)  -0.227
H (-2.94, 0.13, -0.08)  0.415

**SMILES**: N#CC#CC(N)=O
**Energy relative to the best compared isomer or geometry (same formula, charge and spin)**: 0.731 eV
**DFT total energy**: -338.3146 Ha
**E_LUMO**: -0.400 eV
**Molecular weight**: 94.073 Da
**Charge**: 0
**Frontier orbital gap**: 0.385 Ha
**Strongest force on any atom**: 1.1 eV Å⁻¹

=====

Record 2
Below is 2 unconnected molecules or ions with the total composition C4H4N2S in a non-equilibrium geometry, with properties calculated with ωB97M-V with the def2-TZVPD basis set.

Last column: natural (NBO) charge in e.
CARTESIAN COORDINATES (ANGSTROEM)
H (-0.42, 0.10, 1.72)  0.249
H (-0.95, 0.40, -0.86)  0.274
H (0.75, 0.84, -0.24)  0.252
C (0.01, -0.06, -0.33)  -0.686
C (-0.03, -1.99, 1.16)  0.185
C (-2.78, -2.07, -0.06)  -0.009
N (-2.89, -3.04, -0.66)  -0.308
S (-2.85, -0.59, 0.68)  0.100
H (0.30, -0.88, -0.91)  0.235
C (-0.38, -0.63, 0.96)  -0.104
N (0.16, -3.06, 1.53)  -0.188

**Energy relative to the best compared isomer or geometry (same formula, charge and spin)**: 3.280 eV
**DFT total energy**: -662.4051 Ha
**E_LUMO (spin up / spin down)**: -2.386 / -2.386 eV
**Molecular weight**: 112.157 Da
**Charge**: 0
**Frontier orbital gap (spin up / spin down)**: 0.273 / 0.273 Ha
**Strongest force on any atom**: 4.3 eV Å⁻¹

=====

Record 3
Below is 2 unconnected molecules or ions with the total composition C6H14N2O3 in a non-equilibrium geometry, with properties calculated with ωB97M-V with the def2-TZVPD basis set.

Last column: natural (NBO) charge in e.
CARTESIAN COORDINATES (ANGSTROEM)
C (1.57, 1.78, -1.75)  -0.638
H (2.19, 2.23, -1.08)  0.213
H (0.87, -0.73, 2.88)  0.225
H (1.18, -2.13, 0.61)  0.466
H (-2.02, -2.29, 1.02)  0.194
H (2.29, 1.14, -2.39)  0.224
O (1.60, -2.03, -0.27)  -0.532
C (-0.50, 0.39, -2.54)  -0.626
H (0.23, 0.88, 2.35)  0.233
N (1.34, -0.92, -0.98)  0.152
H (-0.45, -2.77, 1.91)  0.203
H (0.17, -0.22, -3.11)  0.216
O (-0.51, 1.87, -0.58)  -0.725
H (-2.67, -0.26, 0.99)  0.494
H (-0.36, 0.15, 3.77)  0.233
C (-1.26, -2.02, 1.71)  -0.567
N (0.62, -0.08, -0.44)  -0.265
H (1.24, 2.59, -2.39)  0.222
C (0.01, -0.11, 2.73)  -0.673
O (-1.94, 0.19, 1.51)  -0.686
C (0.37, 1.06, -1.20)  0.372
H (-0.78, 1.29, 0.26)  0.501
H (-1.09, -0.47, -2.05)  0.192
C (-1.08, -0.73, 1.94)  0.362
H (-1.03, 1.18, -2.91)  0.210

**SMILES**: CC(C)(O)/N=N/O.C=C(C)O
**Energy relative to the best compared isomer or geometry (same formula, charge and spin)**: 4.058 eV
**DFT total energy**: -572.0949 Ha
**E_LUMO**: 0.630 eV
**Molecular weight**: 162.189 Da
**Charge**: 0
**Frontier orbital gap**: 0.361 Ha
**Strongest force on any atom**: 5.8 eV Å⁻¹

=====

Record 4
Below is C5H8O2 in the gas phase, with properties calculated with ωB97M-V with the def2-TZVPD basis set.

Last column: natural (NBO) charge in e.
CARTESIAN COORDINATES (ANGSTROEM)
C (-1.19, 0.11, 0.57)  -0.134
H (0.90, 1.38, 0.10)  0.169
O (1.99, -0.16, -1.79)  -0.712
H (1.30, 0.30, 1.47)  0.171
C (2.27, -0.22, -0.41)  -0.078
H (3.16, 0.39, -0.23)  0.183
H (-1.18, 0.07, 1.68)  0.197
O (0.00, -0.44, 0.05)  -0.536
H (2.46, -1.25, -0.08)  0.165
H (1.11, -0.56, -1.90)  0.476
C (-3.20, -1.57, 0.15)  -0.209
H (-1.35, 1.16, 0.26)  0.196
C (1.11, 0.34, 0.39)  -0.091
H (-3.95, -2.33, 0.24)  0.237
C (-2.31, -0.76, 0.19)  -0.035

**SMILES**: C#CCOCCO
**Energy relative to the best compared isomer or geometry (same formula, charge and spin)**: 3.004 eV
**DFT total energy**: -345.6946 Ha
**E_LUMO**: 0.915 eV
**Molecular weight**: 100.117 Da
**Charge**: 0
**Frontier orbital gap**: 0.406 Ha
**Strongest force on any atom**: 0.7 eV Å⁻¹

=====

Record 5
Below is a molecular structure, C10H16Cl3GeMnNS2 in a non-equilibrium geometry, with properties calculated with ωB97M-V with the def2-TZVPD basis set.

Last column: Mulliken spin population.
CARTESIAN COORDINATES (ANGSTROEM)
H (0.97, 3.27, 0.92)  0.000
H (1.75, 2.28, -2.55)  0.000
H (0.95, 3.86, -2.44)  0.000
N (-1.96, -1.99, -0.99)  -0.046
S (-0.16, -1.08, 1.59)  -0.038
C (1.87, -1.67, 3.34)  0.003
C (0.79, 2.23, 0.66)  0.001
H (-2.56, 2.62, 0.04)  -0.001
H (-2.63, 2.90, -1.70)  -0.001
H (1.48, -2.60, 3.75)  -0.002
Cl (-5.13, -1.97, -2.76)  0.001
Mn (-0.34, -1.28, -0.61)  0.995
H (-1.57, 0.31, -2.25)  0.005
S (1.82, -1.46, -0.78)  -0.053
H (3.88, -3.05, 1.59)  0.000
Ge (-0.27, 2.11, -1.00)  0.003
H (2.95, -1.66, 3.47)  -0.001
H (0.25, 1.76, 1.48)  0.001
H (1.74, 1.72, 0.53)  0.000
H (-1.87, 4.10, -0.65)  0.000
C (1.50, -1.53, 1.89)  -0.020
C (-2.02, 3.04, -0.81)  0.004
H (1.44, -0.85, 3.91)  0.000
C (2.36, -1.72, 0.86)  0.008
C (-0.82, 0.25, -1.43)  0.038
H (0.28, 2.59, -3.48)  0.001
Cl (-5.16, -0.98, -0.02)  0.009
C (0.79, 2.79, -2.54)  0.003
H (4.28, -2.23, 0.07)  0.001
C (-4.52, -2.27, -1.10)  0.005
H (4.34, -1.34, 1.59)  0.001
Cl (-5.13, -3.84, -0.53)  0.004
C (3.80, -2.11, 1.04)  0.001
C (-3.10, -2.21, -1.08)  0.080

**<S²>**: 0.8177
**DFT total energy**: -5850.0865 Ha
**E_LUMO (spin up / spin down)**: -1.302 / -1.478 eV
**Molecular weight**: 448.286 Da
**Spin multiplicity**: 2
**Charge**: 0
**Frontier orbital gap (spin up / spin down)**: 0.208 / 0.207 Ha
**Strongest force on any atom**: 3.7 eV Å⁻¹

=====

Record 6
Below is C15H16Cl2N2O2S in the gas phase, with properties calculated with ωB97M-V with the def2-TZVPD basis set.

Last column: natural (NBO) charge in e.
CARTESIAN COORDINATES (ANGSTROEM)
H (-0.06, -0.10, -2.34)  0.266
C (0.29, 3.14, 1.66)  -0.414
H (3.13, -2.96, -0.01)  0.241
H (-2.12, 2.12, 2.01)  0.224
C (4.10, -1.04, -0.12)  -0.032
H (-2.24, -3.66, -0.91)  0.223
C (-1.69, 1.14, 1.83)  -0.667
H (0.45, 2.53, 2.55)  0.206
C (3.95, 0.30, -0.43)  -0.245
C (-2.83, -3.64, 0.00)  -0.635
C (0.26, 0.45, -1.45)  -0.084
H (1.18, 3.73, 1.46)  0.250
H (-3.63, -4.37, -0.08)  0.218
H (-0.54, 3.83, 1.84)  0.206
C (-3.42, -2.25, 0.21)  -0.073
C (-1.80, -0.77, -0.64)  0.798
C (0.40, 2.74, -0.72)  0.291
C (2.72, 0.76, -0.86)  -0.137
H (2.64, 1.81, -1.11)  0.226
C (1.62, -0.08, -0.99)  -0.086
S (0.87, 4.30, -0.99)  -0.232
H (4.78, 0.97, -0.34)  0.232
H (-4.01, -1.96, -0.66)  0.201
C (3.03, -1.91, -0.24)  -0.247
H (-4.05, -2.22, 1.11)  0.188
C (-0.79, 1.18, 0.63)  0.298
N (0.05, 2.28, 0.53)  -0.448
H (-2.47, 0.41, 1.69)  0.262
Cl (5.62, -1.65, 0.43)  0.019
H (0.53, 2.19, -2.65)  0.429
H (-2.19, -3.90, 0.84)  0.212
C (1.80, -1.42, -0.68)  -0.012
O (-2.07, -1.11, -1.77)  -0.618
N (0.29, 1.86, -1.73)  -0.583
C (-0.78, 0.26, -0.36)  -0.215
H (-1.12, 0.86, 2.71)  0.232
Cl (0.51, -2.55, -0.85)  0.027
O (-2.41, -1.27, 0.44)  -0.521

**SMILES**: CCOC(=O)C1=C(C)N(C)C(=S)N[C@H]1c1ccc(Cl)cc1Cl
**Energy relative to the best compared isomer or geometry (same formula, charge and spin)**: 0.000 eV
**DFT total energy**: -2159.7921 Ha
**E_LUMO**: 0.507 eV
**Molecular weight**: 359.278 Da
**Charge**: 0
**Frontier orbital gap**: 0.325 Ha
**Strongest force on any atom**: 1.0 eV Å⁻¹

=====

Record 7
Below is C6H16Si in the gas phase in a non-equilibrium geometry, with properties calculated with ωB97M-V with the def2-TZVPD basis set.

Last column: natural (NBO) charge in e.
CARTESIAN COORDINATES (ANGSTROEM)
Si (-1.94, 0.39, 0.28)  1.129
H (0.16, -0.02, -2.34)  0.217
H (-1.76, 2.41, 1.42)  0.226
H (-1.00, -2.10, -0.52)  0.203
H (-1.66, 2.80, -0.30)  0.231
H (3.39, 0.14, -0.28)  0.205
C (2.49, -0.29, 0.26)  -0.603
H (2.43, -1.33, 0.20)  0.192
H (0.59, -2.40, 0.17)  0.209
H (-0.89, -2.33, 1.18)  0.221
C (1.05, -0.17, -1.75)  -0.639
C (1.12, 0.27, -0.34)  -0.184
H (1.93, 0.41, -2.22)  0.216
H (-2.70, 0.12, -1.10)  -0.163
H (2.53, -0.11, 1.27)  0.201
C (-2.26, 2.20, 0.46)  -1.101
C (-0.28, -1.88, 0.36)  -0.639
C (-0.17, -0.39, 0.63)  -0.589
H (1.15, 1.36, -0.06)  0.200
H (-3.20, 2.59, 0.54)  0.242
H (-2.49, -0.11, 1.48)  -0.202
H (0.12, -0.19, 1.66)  0.221
H (1.19, -1.29, -1.73)  0.208

**SMILES**: C[SiH2][C@@H](C)C(C)C
**Energy relative to the best compared isomer or geometry (same formula, charge and spin)**: 2.147 eV
**DFT total energy**: -527.6202 Ha
**E_LUMO**: 1.072 eV
**Molecular weight**: 116.280 Da
**Charge**: 0
**Frontier orbital gap**: 0.395 Ha
**Strongest force on any atom**: 4.7 eV Å⁻¹

=====

Record 8
Below is a molecular structure, C35H38BrGaNO7 in a non-equilibrium geometry, with properties calculated with ωB97M-V with the def2-TZVPD basis set.

Last column: Löwdin charge in e.
CARTESIAN COORDINATES (ANGSTROEM)
H (9.57, 12.53, 8.55)  0.077
C (13.25, 10.32, 13.54)  -0.163
H (7.60, 7.70, 11.35)  0.080
H (8.65, 13.91, 9.00)  0.052
H (11.45, 11.28, 19.13)  0.145
C (8.23, 10.18, 12.46)  -0.104
H (15.05, 7.52, 11.49)  0.093
H (14.12, 11.75, 16.52)  0.128
H (5.98, 6.49, 20.51)  0.135
C (9.03, 11.12, 13.24)  -0.425
C (8.50, 7.46, 19.15)  -0.175
C (10.68, 8.05, 18.47)  -0.136
H (8.89, 7.27, 14.18)  0.061
C (7.99, 11.71, 10.58)  -0.214
H (6.09, 8.53, 11.92)  0.078
O (10.85, 12.68, 16.62)  -0.058
C (11.29, 7.37, 19.59)  0.002
C (9.04, 6.81, 20.29)  -0.225
H (14.62, 9.77, 10.43)  0.101
C (7.01, 8.01, 12.22)  -0.090
Br (9.37, 13.81, 13.80)  0.843
C (10.43, 6.77, 20.51)  0.000
H (8.46, 10.32, 8.21)  0.108
H (6.71, 10.04, 8.64)  0.056
H (8.32, 13.25, 7.46)  0.076
H (5.83, 13.13, 8.17)  0.085
C (12.71, 11.45, 14.23)  -0.143
C (8.59, 12.97, 8.49)  -0.069
H (5.43, 12.07, 9.53)  0.070
H (13.87, 11.91, 19.11)  0.122
C (7.51, 12.06, 9.15)  -0.523
H (8.97, 8.55, 17.28)  0.153
O (12.73, 8.43, 17.41)  0.001
Ga (11.70, 11.17, 15.93)  0.503
C (6.15, 12.79, 9.19)  -0.053
H (7.29, 9.74, 10.54)  0.082
C (8.95, 12.44, 12.66)  -0.635
H (14.13, 7.06, 13.76)  0.109
H (10.81, 6.10, 21.28)  0.114
C (14.27, 9.51, 11.42)  -0.047
O (9.62, 10.78, 14.32)  -0.140
H (6.75, 7.07, 12.73)  0.075
C (14.05, 8.06, 13.30)  -0.096
O (8.04, 6.23, 20.96)  0.034
C (7.86, 8.90, 13.16)  -0.506
C (9.16, 8.09, 13.54)  -0.036
H (12.38, 7.35, 19.56)  0.112
C (12.73, 12.73, 13.69)  -0.104
H (6.17, 13.69, 9.78)  0.072
H (6.78, 5.22, 19.48)  0.151
H (8.54, 13.75, 11.04)  0.105
C (13.22, 12.91, 12.35)  -0.069
C (7.76, 10.49, 11.18)  -0.011
C (9.31, 8.10, 18.25)  0.081
C (13.44, 9.05, 14.04)  -0.051
H (13.04, 8.75, 15.05)  0.108
H (7.07, 11.02, 7.25)  0.073
C (13.71, 10.57, 12.16)  -0.155
N (13.37, 11.34, 17.10)  0.041
C (8.55, 12.69, 11.39)  -0.137
O (10.91, 9.57, 16.64)  -0.031
C (13.19, 12.23, 18.28)  -0.213
C (7.42, 10.77, 8.26)  -0.070
O (10.15, 14.01, 18.24)  0.078
C (14.47, 8.27, 11.99)  -0.101
C (11.79, 12.34, 18.85)  -0.112
H (13.47, 13.32, 18.05)  0.152
C (7.03, 9.21, 14.47)  -0.038
H (7.51, 10.04, 15.02)  0.073
C (13.65, 11.86, 11.62)  -0.067
H (13.81, 11.98, 10.55)  0.108
H (11.79, 12.93, 19.74)  0.109
H (5.95, 9.48, 14.22)  0.095
C (6.91, 6.20, 20.02)  -0.140
H (9.59, 7.64, 12.64)  0.080
H (7.01, 8.33, 15.12)  0.062
H (12.19, 13.55, 14.24)  0.073
C (10.83, 13.06, 17.91)  -0.563
O (7.17, 7.13, 19.03)  0.026
H (13.19, 13.87, 11.91)  0.085
H (13.66, 10.38, 17.37)  0.109
C (11.51, 8.72, 17.47)  -0.527
H (9.88, 8.69, 14.06)  0.050

**Energy relative to the best compared isomer or geometry (same formula, charge and spin)**: 0.085 eV
**DFT total energy**: -6436.8837 Ha
**E_LUMO**: 2.296 eV
**Molecular weight**: 734.316 Da
**Charge**: -1
**Frontier orbital gap**: 0.217 Ha
**Strongest force on any atom**: 3.7 eV Å⁻¹